Molecular formula: C72H162N2O8P4
Method: DFT, the ωB97M-V functional and the def2-TZVPD basis

As for the energy: -133770.88571 eV. The calculation puts the frontier orbital gap at 0.1186 Eh. Its LUMO energy is -7.37 eV. For the energy relative to the best compared isomer or geometry (same formula, charge and spin), the calculation gives 766.13 kJ/mol. The HOMO energy is -10.595 eV. The charge is +4.

Each line ends with the Löwdin charge.
Cartesian coordinates (Å):
1 C -5.5829 -3.3970 9.4616  0.026
2 C -5.9525 -1.9934 8.9737  -0.331
3 O -5.4268 -1.5040 7.9412  0.124
4 N -7.0118 -1.3087 9.7782  0.108
5 H -7.8272 -1.2034 9.1916  0.184
6 H -7.3567 -1.8765 10.5390  0.174
7 C -6.5310 0.1154 10.2104  0.072
8 H -4.8397 -3.8588 8.8116  0.101
9 H -6.4937 -3.9817 9.5910  0.101
10 H -4.9923 -3.4091 10.3777  0.105
11 H -6.5062 0.6202 9.2447  0.109
12 H -5.6157 0.2445 10.7881  0.117
13 H -7.2965 0.4984 10.8851  0.109
14 C -1.0682 1.7484 6.2617  0.039
15 C -1.3501 1.3851 4.7712  -0.302
16 O -1.0352 0.3017 4.2536  0.121
17 N -2.0635 2.4743 3.9435  0.096
18 H -2.1422 3.2590 4.5745  0.168
19 H -1.4403 2.8911 3.2667  0.198
20 C -3.4026 2.0364 3.5551  0.016
21 H -0.8094 2.7586 6.5790  0.104
22 H -0.4023 0.9941 6.6809  0.095
23 H -2.0699 1.7480 6.6915  0.097
24 H -3.9214 2.9941 3.5144  0.121
25 H -3.8286 1.5389 4.4264  0.108
26 H -3.4892 1.3708 2.6963  0.117
27 C 2.0695 -2.1268 -1.9695  -0.091
28 C 3.0037 -0.8788 -1.9622  -0.225
29 C 3.2943 -0.2156 -3.3156  -0.259
30 C 3.5769 -1.1219 -4.4511  -0.285
31 P 3.8528 -0.2741 -6.0648  1.041
32 C 2.4973 0.9235 -6.5303  -0.213
33 C 1.3152 0.2643 -7.2451  -0.269
34 C 0.5464 1.3053 -7.9606  -0.303
35 C 1.1659 1.7762 -9.2459  -0.091
36 C 4.0593 -1.5348 -7.3570  -0.266
37 C 4.6861 -1.2342 -8.7683  -0.211
38 C 4.6871 -2.3732 -9.8198  -0.234
39 C 3.2440 -2.8519 -10.1986  -0.079
40 C 5.3328 0.7643 -6.0425  -0.272
41 C 6.6945 -0.0240 -5.8674  -0.209
42 C 7.9126 0.7694 -6.4749  -0.244
43 C 8.5069 1.7343 -5.4490  -0.109
44 H 1.0301 -1.8019 -1.9232  0.074
45 H 2.2119 -2.5505 -0.9754  0.064
46 H 2.3071 -2.9614 -2.6291  0.066
47 H 3.9648 -1.1021 -1.4988  0.101
48 H 2.6610 -0.1278 -1.2504  0.112
49 H 3.9283 0.6695 -3.2639  0.118
50 H 2.3771 0.2061 -3.7266  0.102
51 H 2.8515 -1.8930 -4.7107  0.099
52 H 4.5016 -1.6774 -4.2947  0.104
53 H 3.0522 1.5461 -7.2322  0.091
54 H 2.1908 1.5262 -5.6754  0.110
55 H 0.5740 -0.2054 -6.5985  0.119
56 H 1.5515 -0.4608 -8.0239  0.100
57 H 0.2869 2.1571 -7.3320  0.120
58 H -0.4444 0.8853 -8.1342  0.114
59 H 1.8295 1.0133 -9.6530  0.064
60 H 1.7770 2.6768 -9.1855  0.081
61 H 0.3651 1.8766 -9.9785  0.084
62 H 3.0323 -1.8987 -7.3870  0.065
63 H 4.6015 -2.3968 -6.9683  0.104
64 H 5.6953 -0.8269 -8.7074  0.102
65 H 4.1287 -0.4363 -9.2591  0.099
66 H 5.2960 -3.2287 -9.5276  0.104
67 H 5.2291 -1.9587 -10.6699  0.109
68 H 3.1661 -3.6786 -10.9047  0.078
69 H 2.7557 -2.0193 -10.7050  0.068
70 H 2.7354 -2.9984 -9.2457  0.053
71 H 5.2414 1.3758 -5.1448  0.089
72 H 5.4501 1.4396 -6.8900  0.101
73 H 6.5956 -0.9111 -6.4929  0.082
74 H 6.7908 -0.2280 -4.8010  0.106
75 H 7.5959 1.2721 -7.3888  0.103
76 H 8.7423 0.1204 -6.7550  0.109
77 H 7.8257 2.5027 -5.0835  0.071
78 H 9.3236 2.2649 -5.9385  0.079
79 H 8.8770 1.1600 -4.5997  0.076
80 C -4.1782 1.6636 -3.0072  -0.119
81 C -4.6966 2.4577 -4.1559  -0.252
82 C -5.9509 3.3530 -3.8337  -0.205
83 C -5.9186 4.4948 -2.7299  -0.241
84 P -5.5949 6.2220 -3.1410  1.039
85 C -4.1525 6.3768 -4.3277  -0.240
86 C -3.9504 7.7433 -5.0250  -0.244
87 C -3.1432 7.6383 -6.3197  -0.210
88 C -4.1676 7.1256 -7.3798  -0.106
89 C -7.1552 6.9074 -3.9032  -0.244
90 C -7.6266 6.2617 -5.2302  -0.237
91 C -9.0256 6.7453 -5.7374  -0.208
92 C -9.0171 8.2302 -6.2697  -0.101
93 C -5.2786 7.1421 -1.6256  -0.282
94 C -6.3006 7.2020 -0.5226  -0.245
95 C -5.8548 8.1202 0.6152  -0.264
96 C -6.9575 8.3580 1.6323  -0.115
97 H -3.1450 1.3211 -3.0655  0.076
98 H -4.7134 0.7207 -2.8956  0.072
99 H -4.2399 2.2183 -2.0709  0.068
100 H -4.8349 1.8790 -5.0692  0.115
101 H -3.9826 3.2664 -4.3119  0.090
102 H -6.7381 2.6455 -3.5732  0.107
103 H -6.2660 3.7178 -4.8113  0.083
104 H -5.4079 4.1276 -1.8398  0.092
105 H -6.9230 4.6383 -2.3315  0.089
106 H -4.2100 5.5484 -5.0338  0.074
107 H -3.2579 6.1328 -3.7548  0.105
108 H -3.6399 8.4773 -4.2814  0.113
109 H -4.9591 8.0674 -5.2811  0.082
110 H -2.3636 6.8917 -6.1681  0.108
111 H -2.7055 8.5510 -6.7242  0.113
112 H -5.0019 7.7688 -7.6598  0.076
113 H -4.5869 6.1728 -7.0566  0.050
114 H -3.6552 6.9529 -8.3263  0.072
115 H -6.9244 7.9404 -4.1637  0.090
116 H -7.9149 6.8334 -3.1251  0.095
117 H -7.7758 5.2114 -4.9798  0.080
118 H -6.8203 6.1930 -5.9604  0.098
119 H -9.8725 6.6108 -5.0645  0.111
120 H -9.1289 6.2258 -6.6900  0.101
121 H -8.1580 8.4454 -6.9052  0.064
122 H -9.0766 8.9791 -5.4799  0.067
123 H -9.8196 8.3318 -7.0003  0.071
124 H -4.9258 8.1322 -1.9143  0.110
125 H -4.3644 6.6194 -1.3442  0.109
126 H -6.4226 6.2376 -0.0295  0.117
127 H -7.2745 7.4812 -0.9245  0.107
128 H -5.4257 9.0874 0.3537  0.119
129 H -5.1752 7.5692 1.2654  0.113
130 H -7.3012 7.4469 2.1220  0.074
131 H -7.7561 8.7815 1.0233  0.074
132 H -6.7534 8.9594 2.5181  0.084
133 C 3.5936 5.5430 8.8850  -0.123
134 C 4.0834 5.3020 7.5153  -0.277
135 C 5.3352 4.3765 7.3587  -0.216
136 C 5.4136 3.8186 5.9016  -0.262
137 P 6.8208 2.7205 5.6831  1.054
138 C 8.4396 3.5692 5.7941  -0.268
139 C 8.5031 4.7747 6.6767  -0.246
140 C 9.9902 5.1509 6.9788  -0.295
141 C 10.3463 5.9663 8.1347  -0.120
142 C 6.6648 1.5787 7.1461  -0.265
143 C 5.3837 0.6841 7.1091  -0.204
144 C 5.1773 -0.0145 8.5131  -0.248
145 C 5.0359 0.9113 9.6551  -0.123
146 C 6.6223 1.7299 4.1089  -0.240
147 C 7.8362 0.8593 3.7116  -0.273
148 C 7.8768 0.6205 2.2261  -0.252
149 C 9.1085 -0.2851 1.7883  -0.075
150 H 3.1962 4.6876 9.4313  0.074
151 H 2.7519 6.2355 8.8729  0.091
152 H 4.4497 5.9192 9.4450  0.084
153 H 4.1588 6.2819 7.0437  0.123
154 H 3.2511 4.7765 7.0472  0.101
155 H 5.2250 3.5587 8.0709  0.083
156 H 6.1416 5.0450 7.6603  0.093
157 H 5.5966 4.6640 5.2383  0.106
158 H 4.4296 3.4181 5.6578  0.101
159 H 8.6993 3.9105 4.7921  0.109
160 H 9.2809 2.8995 5.9722  0.107
161 H 8.0616 4.5101 7.6375  0.091
162 H 8.0402 5.7424 6.4835  0.130
163 H 10.3522 5.6694 6.0909  0.116
164 H 10.6903 4.3178 7.0404  0.112
165 H 9.8483 6.9315 8.2272  0.086
166 H 11.4296 6.0817 8.1002  0.093
167 H 10.0299 5.4245 9.0260  0.083
168 H 6.8480 2.0516 8.1110  0.086
169 H 7.6322 1.0857 7.0502  0.090
170 H 5.4513 -0.0201 6.2798  0.096
171 H 4.5620 1.3302 6.8002  0.092
172 H 6.0552 -0.6555 8.5945  0.114
173 H 4.2779 -0.6302 8.5175  0.106
174 H 4.5178 1.8463 9.4420  0.069
175 H 6.0261 1.1679 10.0318  0.081
176 H 4.4760 0.4711 10.4802  0.085
177 H 6.4988 2.5361 3.3859  0.095
178 H 5.6835 1.1800 4.1753  0.094
179 H 7.8725 -0.0435 4.3213  0.120
180 H 8.7443 1.3961 3.9860  0.097
181 H 7.7938 1.5650 1.6883  0.112
182 H 7.0017 -0.0087 2.0638  0.102
183 H 8.9598 -1.3401 2.0185  0.076
184 H 9.9698 0.2599 2.1745  0.070
185 H 9.3047 -0.2269 0.7177  0.064
186 C -3.9298 -5.7081 1.6088  -0.085
187 C -3.8841 -7.1983 1.1537  -0.287
188 C -2.5292 -7.8484 1.3455  -0.204
189 C -2.6144 -9.4511 1.1780  -0.207
190 P -2.1593 -10.1844 -0.5000  1.059
191 C -3.5620 -9.5936 -1.6178  -0.230
192 C -5.0019 -10.0189 -1.1877  -0.235
193 C -6.0761 -9.3833 -2.0413  -0.263
194 C -6.1915 -7.8855 -1.9793  -0.100
195 C -2.2565 -12.0170 -0.3197  -0.265
196 C -2.6693 -12.7176 -1.5531  -0.277
197 C -2.7518 -14.2446 -1.4389  -0.257
198 C -3.8445 -14.6393 -0.5322  -0.124
199 C -0.5000 -9.6905 -0.9565  -0.278
200 C 0.6120 -10.1333 0.0108  -0.255
201 C 1.9547 -9.9345 -0.5976  -0.260
202 C 2.5335 -8.4599 -0.5774  -0.071
203 H -3.5817 -5.6370 2.6393  0.071
204 H -4.8971 -5.2165 1.5058  0.073
205 H -3.2452 -5.1794 0.9456  0.070
206 H -4.1531 -7.2817 0.1007  0.067
207 H -4.7392 -7.7043 1.6019  0.111
208 H -2.2453 -7.6997 2.3873  0.107
209 H -1.7524 -7.3270 0.7861  0.107
210 H -3.5831 -9.8874 1.4215  0.085
211 H -1.8283 -9.9281 1.7633  0.079
212 H -3.3751 -9.7502 -2.6802  0.102
213 H -3.4571 -8.5115 -1.5393  0.068
214 H -5.1591 -9.7012 -0.1570  0.094
215 H -5.1530 -11.0976 -1.1488  0.105
216 H -7.0271 -9.8233 -1.7412  0.120
217 H -5.8606 -9.6792 -3.0680  0.116
218 H -7.0644 -7.3375 -2.3342  0.086
219 H -5.3255 -7.4796 -2.5022  0.071
220 H -6.0789 -7.5767 -0.9401  0.060
221 H -3.0796 -12.1181 0.3876  0.093
222 H -1.3070 -12.4021 0.0520  0.107
223 H -1.9370 -12.5097 -2.3332  0.113
224 H -3.5550 -12.3473 -2.0693  0.106
225 H -1.8352 -14.7717 -1.1740  0.120
226 H -2.9442 -14.6991 -2.4107  0.119
227 H -4.8541 -14.3541 -0.8280  0.086
228 H -3.6892 -14.2576 0.4769  0.070
229 H -3.9264 -15.7134 -0.3655  0.087
230 H -0.5023 -8.6012 -0.9966  0.090
231 H -0.3471 -10.0801 -1.9630  0.110
232 H 0.4740 -11.2014 0.1790  0.102
233 H 0.5527 -9.6218 0.9715  0.119
234 H 1.9995 -10.4503 -1.5568  0.115
235 H 2.7107 -10.4631 -0.0170  0.109
236 H 2.6296 -8.0781 0.4390  0.075
237 H 1.7581 -7.9233 -1.1241  0.050
238 H 3.4349 -8.3647 -1.1829  0.075
239 O -4.0442 7.7650 7.3763  0.094
240 C -3.5740 6.6080 7.0133  -0.933
241 O -2.4485 6.5870 6.3986  -0.138
242 O -4.2483 5.5800 7.1385  -0.109
243 H -4.9531 7.6281 7.6532  0.104
244 O 1.3128 4.4223 -1.7346  0.062
245 C 0.4645 4.1614 -0.7549  -0.983
246 O 0.9498 4.1547 0.3471  -0.048
247 O -0.7708 4.1397 -0.9631  -0.102
248 H 1.9881 4.5884 -1.0728  0.080